Computed, not measured: the ion C4H9N2 with charge +1 in a non-equilibrium geometry, with the ωB97M-V functional and the def2-TZVPD basis.

Results
HOMO-LUMO gap, eV: 10.02
Highest occupied orbital energy, eV: -14.329

The geometry in ORCA input format:
```
! wB97M-V def2-TZVPD RIJCOSX def2/J DEFGRID3
* xyz 1 1
C 2.8330 0.0473 0.0068
N 1.8032 -0.5222 -0.2424
C 0.5622 0.3907 -0.0813
C -0.9273 -0.2023 0.0733
C -2.1182 0.6190 -0.1581
N -1.0202 -1.4385 0.2867
H 3.7608 -0.4384 -0.2140
H 3.1339 1.0582 0.4299
H 0.4719 1.0827 -1.0226
H 0.5512 1.1281 0.6769
H -1.6408 1.5708 -0.0411
H -2.8026 0.5567 0.6762
H -2.6085 0.1731 -1.0540
H -0.1597 -1.9547 0.3572
H -1.8388 -2.0705 0.3067
*
```

Computed, not measured: a cluster of 9 separate species, C18H54O9 in total in a non-equilibrium geometry, with the ωB97M-V functional and the def2-TZVPD basis.

Results
HOMO-LUMO gap, eV: 10.25
Highest occupied orbital energy, eV: -10.102

The geometry in ORCA input format:
```
! wB97M-V def2-TZVPD RIJCOSX def2/J DEFGRID3
* xyz 0 1
C 5.9714 1.2557 -4.9710
C 6.3669 0.3439 -3.7959
O 5.4868 0.7861 -2.7926
H 4.9473 1.1568 -5.3311
H 6.5528 0.9988 -5.8565
H 6.0318 2.3321 -4.8103
H 7.4425 0.3838 -3.6238
H 6.0821 -0.6798 -4.0387
H 5.9010 0.5251 -1.9668
C -3.9781 -2.9655 4.6601
C -3.6748 -4.3171 5.4245
O -4.0125 -4.2332 6.8375
H -4.9700 -2.5957 4.9201
H -3.8403 -3.1934 3.6031
H -3.4274 -2.0785 4.9734
H -2.6429 -4.6333 5.2724
H -4.2705 -5.1191 4.9885
H -3.7473 -5.0585 7.2499
C -7.6380 3.8773 -0.1135
C -6.1747 3.9789 0.4018
O -5.6096 2.6567 0.3291
H -7.7512 3.6060 -1.1631
H -8.2774 4.7537 -0.0069
H -8.2161 3.0785 0.3511
H -6.1871 4.2585 1.4552
H -5.6963 4.7936 -0.1418
H -4.7020 2.8296 0.5896
C -5.4885 -6.6733 -2.2878
C -4.5955 -5.8373 -1.3751
O -4.1221 -4.7385 -2.1231
H -6.3878 -6.0711 -2.4170
H -5.8399 -7.5998 -1.8337
H -5.0670 -6.8498 -3.2774
H -3.8029 -6.4189 -0.9043
H -5.2485 -5.3316 -0.6638
H -4.6311 -3.9735 -1.8451
C -0.3261 -1.3691 -0.5662
C 1.1343 -0.9369 -0.6348
O 1.3096 0.4641 -0.7173
H -0.7760 -1.4519 -1.5556
H -0.9648 -0.8386 0.1400
H -0.2058 -2.3813 -0.1801
H 1.6602 -1.5500 -1.3667
H 1.6212 -1.2207 0.2982
H 2.2442 0.6832 -0.7270
C 2.2081 -3.0398 -6.4621
C 3.5870 -3.2549 -7.1548
O 3.9164 -4.5616 -7.4097
H 2.2716 -3.5692 -5.5114
H 1.4148 -3.5592 -6.9998
H 1.8739 -2.0260 -6.2416
H 4.4065 -2.9742 -6.4932
H 3.4302 -2.7040 -8.0822
H 3.1513 -5.1314 -7.5165
C 1.3860 -1.5502 5.4350
C 1.2924 -0.0324 5.1387
O 1.6061 0.7370 6.2793
H 0.7949 -1.7655 6.3251
H 2.4147 -1.8227 5.6709
H 0.9566 -2.2616 4.7295
H 0.3539 0.3229 4.7132
H 2.0328 0.3154 4.4184
H 0.8865 0.6196 6.9037
C 6.3555 5.4875 1.2186
C 5.0411 5.3204 0.5793
O 5.1853 5.0855 -0.8076
H 6.9639 4.5941 1.0773
H 6.1579 5.7009 2.2690
H 6.9071 6.3149 0.7722
H 4.3903 6.1811 0.7335
H 4.5834 4.5159 1.1550
H 5.5139 4.2135 -1.0384
C -1.7280 5.5328 2.2118
C -0.5533 4.7449 1.6202
O -1.1126 3.5796 1.1005
H -1.3813 6.4411 2.7048
H -2.2983 5.0769 3.0212
H -2.3123 5.8718 1.3563
H 0.2288 4.6309 2.3707
H 0.0323 5.2534 0.8543
H -0.4370 3.0669 0.6508
*
```

Computed, not measured: a cluster of 2 separate species, C4H12 in total in a non-equilibrium geometry, with the ωB97M-V functional and the def2-TZVPD basis.

Results
HOMO-LUMO gap, eV: 12.27
Highest occupied orbital energy, eV: -11.219

The geometry in ORCA input format:
```
! wB97M-V def2-TZVPD RIJCOSX def2/J DEFGRID3
* xyz 0 1
C -2.4229 1.2107 0.2544
C -1.5847 2.2949 -0.4128
H -1.9833 0.5350 0.9862
H -3.4240 1.5500 0.5112
H -2.7057 0.4459 -0.4558
H -0.5282 2.1988 -0.1677
H -1.6011 2.2122 -1.5080
H -2.0570 3.2430 -0.2919
C 1.3122 -2.0360 0.2251
C 2.6831 -1.4244 -0.0652
H 1.2003 -3.0394 -0.1771
H 1.2312 -2.2332 1.3046
H 0.5173 -1.3222 0.0576
H 3.0773 -1.7586 -1.0237
H 3.4046 -1.7497 0.6846
H 2.7809 -0.3462 0.0184
*
```

Computed, not measured: a cluster of 8 separate species, C24H64O24S8 in total in a non-equilibrium geometry, with the ωB97M-V functional and the def2-TZVPD basis.

Results
HOMO-LUMO gap, eV: 9.71
Highest occupied orbital energy, eV: -9.809

The geometry in ORCA input format:
```
! wB97M-V def2-TZVPD RIJCOSX def2/J DEFGRID3
* xyz 0 1
C 1.0912 -25.7004 -17.7346
C 0.6772 -27.1594 -17.6833
O -0.6429 -27.3228 -18.1968
S -1.3261 -28.7773 -18.0875
C -0.3884 -29.6407 -19.3662
O -1.0562 -29.3018 -16.7703
O -2.6856 -28.6181 -18.5339
H 1.8949 -25.4918 -17.0247
H 0.2857 -25.0222 -17.4480
H 1.4829 -25.3234 -18.6804
H 1.4540 -27.8063 -18.1003
H 0.6517 -27.4735 -16.6348
H -0.7229 -30.6776 -19.3075
H 0.6632 -29.6150 -19.1028
H -0.7198 -29.2199 -20.3094
C 2.6796 -19.0251 -13.7958
C 1.7963 -19.9446 -12.9307
O 2.6936 -20.9905 -12.5358
S 2.4582 -21.7362 -11.0764
C 2.8199 -20.4014 -9.9954
O 1.0767 -22.1310 -11.0266
O 3.5327 -22.7063 -11.0541
H 2.0808 -18.3279 -14.3768
H 3.2129 -19.6679 -14.4972
H 3.4293 -18.6048 -13.1309
H 1.5021 -19.4109 -12.0188
H 0.8411 -20.2502 -13.3596
H 2.1930 -19.5218 -10.1192
H 3.8612 -20.1623 -10.2012
H 2.6857 -20.7136 -8.9602
C -5.2399 -24.9525 -11.3758
C -6.0757 -25.3772 -12.5957
O -6.8507 -26.4935 -12.1821
S -7.3874 -27.5334 -13.3130
C -8.8121 -26.6248 -14.0032
O -6.3188 -27.6937 -14.2842
O -7.8788 -28.6275 -12.5253
H -4.8986 -23.9234 -11.4552
H -4.3079 -25.5204 -11.4170
H -5.7664 -25.2275 -10.4653
H -6.6453 -24.4994 -12.9212
H -5.3908 -25.6038 -13.4126
H -9.0637 -27.0390 -14.9770
H -8.3988 -25.6285 -14.1566
H -9.6556 -26.6698 -13.3250
C 1.4177 -29.7410 -14.4328
C 0.4456 -28.8357 -13.6838
O -0.7427 -29.6380 -13.4893
S -1.7927 -29.1935 -12.3686
C -0.9009 -29.7102 -10.8640
O -1.9283 -27.7553 -12.3471
O -2.9235 -30.0530 -12.5448
H 1.6684 -30.6147 -13.8324
H 2.3248 -29.2208 -14.7482
H 1.0205 -30.0997 -15.3839
H 0.7854 -28.5182 -12.7021
H 0.2457 -28.0061 -14.3609
H -0.1357 -28.9554 -10.7042
H -0.4596 -30.6958 -10.9873
H -1.6220 -29.7478 -10.0520
C 1.6573 -25.6907 -5.1324
C 0.7944 -24.8507 -6.0988
O -0.1518 -25.6842 -6.7975
S 0.2186 -26.1750 -8.2951
C 0.2243 -24.6307 -9.2000
O 1.5423 -26.7289 -8.1812
O -0.9378 -26.9134 -8.7697
H 1.0944 -25.8682 -4.2199
H 2.4847 -25.0239 -4.8763
H 2.0136 -26.6085 -5.5876
H 0.1882 -24.2223 -5.4475
H 1.3316 -24.2373 -6.8179
H -0.8124 -24.4348 -9.4621
H 0.6978 -24.8390 -10.1650
H 0.8193 -23.7956 -8.8471
C -6.3468 -28.5721 -23.0947
C -5.4911 -29.0801 -21.9469
O -5.8964 -28.4911 -20.7251
S -6.6006 -29.4825 -19.6217
C -6.2721 -28.4780 -18.1880
O -8.0147 -29.5909 -19.8529
O -5.8463 -30.7184 -19.5849
H -6.5541 -27.5058 -23.0255
H -7.2461 -29.1723 -23.2371
H -5.7729 -28.6796 -24.0220
H -5.4910 -30.1701 -21.9378
H -4.4898 -28.7139 -22.1981
H -6.8773 -28.8874 -17.3815
H -6.6076 -27.4725 -18.4363
H -5.2291 -28.4939 -17.8936
C -5.9075 -30.8773 -12.5981
C -5.6830 -30.5815 -14.0508
O -5.3000 -31.7998 -14.7105
S -5.2913 -31.9301 -16.3100
C -3.9114 -30.8507 -16.7657
O -4.9526 -33.2884 -16.6264
O -6.4923 -31.3375 -16.8559
H -6.9956 -31.0013 -12.5501
H -5.6566 -30.1055 -11.8764
H -5.4833 -31.8170 -12.2546
H -6.4522 -30.0198 -14.5964
H -4.8873 -29.8582 -14.3044
H -3.0344 -31.2365 -16.2527
H -4.1758 -29.8465 -16.4407
H -3.7926 -30.7848 -17.8429
C -3.4676 -26.7617 -16.0106
C -2.5920 -25.5247 -16.1150
O -1.7824 -25.4481 -14.9332
S -1.8632 -24.1114 -14.0234
C -0.4328 -24.4968 -12.9367
O -1.5452 -22.9715 -14.8649
O -3.0728 -24.0811 -13.2235
H -4.1333 -26.7923 -15.1487
H -2.8814 -27.6820 -15.9694
H -4.0190 -26.8643 -16.9481
H -1.8768 -25.6488 -16.9247
H -3.2404 -24.6533 -16.2157
H 0.3124 -24.6084 -13.7238
H -0.6700 -25.4348 -12.4395
H -0.1640 -23.6846 -12.2691
*
```

Computed, not measured: the molecule C5H11NO, with the ωB97M-V functional and the def2-TZVPD basis.

Results
HOMO-LUMO gap, eV: 10.15
Highest occupied orbital energy, eV: -9.266

The geometry in ORCA input format:
```
! wB97M-V def2-TZVPD RIJCOSX def2/J DEFGRID3
* xyz 0 1
C 1.6636 -0.5789 0.3355
C 0.2475 -0.6960 -0.2300
C -0.6648 -1.5239 0.6700
N -0.2986 0.6442 -0.4942
C -1.2172 1.2851 0.4216
C 0.1859 1.3186 -1.5708
O 0.9608 0.8622 -2.3918
H 1.6580 -0.0666 1.3049
H 2.1101 -1.5694 0.4748
H 2.2904 -0.0122 -0.3600
H 0.3159 -1.1822 -1.2082
H -1.6873 -1.5829 0.2814
H -0.2721 -2.5436 0.7325
H -0.6999 -1.1242 1.6898
H -2.1826 0.7684 0.4550
H -0.8166 1.3359 1.4407
H -1.3985 2.3078 0.0797
H -0.1945 2.3580 -1.6307
*
```

Computed, not measured: the molecule C4H6N2O, with the ωB97M-V functional and the def2-TZVPD basis.

Results
HOMO-LUMO gap, eV: 8.69
Highest occupied orbital energy, eV: -8.510

The geometry in ORCA input format:
```
! wB97M-V def2-TZVPD RIJCOSX def2/J DEFGRID3
* xyz 0 1
N -1.8192 -0.2216 -0.1995
C -0.3956 -0.1835 -0.1644
C 0.2594 1.1561 0.0809
C 1.3965 0.8989 0.7320
C 1.4200 -0.5238 1.2790
O 0.1303 -0.7202 -1.3814
N 0.2256 -0.9631 0.9116
H -2.1119 0.3132 -1.0160
H -2.1242 -1.1763 -0.3768
H -0.1482 2.0951 -0.2854
H 2.2095 1.5946 0.9038
H 1.0123 -0.3420 -1.5179
H -0.0544 -1.9273 1.0342
*
```

Which E_LUMO belongs to each record? In order, -4.31; 0.14; 1.05; -0.10; 0.88; 0.18 eV.
Which energy above the lowest of the compared OMol25 structures with the same formula, charge and spin belongs to each record? In order, 263.42; 552.16; 65.39; 190.49; 45.65; 322.67 kJ/mol.